[1]
{"formula": "C22H27B2Cl3F3O3", "method": "ωB97M-V/def2-TZVPD", "symbols": ["Cl", "B", "Cl", "Cl", "O", "C", "C", "C", "C", "C", "C", "C", "H", "H", "H", "H", "H", "H", "C", "C", "C", "C", "C", "C", "O", "B", "C", "C", "C", "C", "C", "F", "F", "F", "C", "C", "C", "C", "O", "H", "H", "H", "H", "H", "H", "H", "H", "H", "H", "H", "H", "H", "H", "H", "H", "H", "H", "H", "H", "H"], "coordinates": [[-1.31, 3.72, -4.06], [-1.94, 1.98, -4.05], [-3.50, 1.82, -3.02], [-2.20, 1.33, -5.79], [-0.90, 1.14, -3.44], [-0.93, -0.15, -3.29], [0.22, -0.91, -3.66], [0.29, -2.28, -3.30], [1.39, -3.05, -3.67], [2.45, -2.47, -4.37], [2.41, -1.11, -4.71], [1.32, -0.32, -4.35], [-1.89, -0.65, -3.09], [-0.56, -2.69, -2.75], [1.42, -4.11, -3.40], [3.32, -3.07, -4.65], [3.24, -0.66, -5.26], [1.27, 0.73, -4.63], [2.07, 0.45, -0.87], [1.22, 0.60, 0.38], [2.04, 0.36, 1.63], [0.41, 1.99, 0.54], [1.09, 3.05, 1.40], [0.13, 2.67, -0.78], [-0.81, 1.62, 1.12], [-0.95, 0.21, 0.92], [-1.11, -0.41, 2.46], [-0.78, -1.73, 2.77], [-0.54, -2.10, 4.10], [-0.62, -1.13, 5.10], [-0.17, -1.43, 6.51], [0.71, -0.48, 6.96], [-1.22, -1.46, 7.39], [0.46, -2.64, 6.62], [-1.08, 0.15, 4.82], [-1.36, 0.50, 3.50], [-2.11, -0.12, -0.31], [-2.61, -1.51, -0.21], [0.22, -0.40, 0.34], [2.87, 1.20, -0.88], [2.53, -0.54, -0.88], [1.47, 0.54, -1.78], [2.92, 1.01, 1.64], [1.44, 0.54, 2.53], [2.36, -0.69, 1.65], [2.05, 3.34, 0.95], [0.45, 3.94, 1.43], [1.26, 2.72, 2.43], [1.07, 3.02, -1.24], [-0.39, 2.02, -1.48], [-0.51, 3.54, -0.61], [-0.67, -2.49, 1.99], [-0.26, -3.12, 4.35], [-1.20, 0.89, 5.61], [-1.72, 1.51, 3.30], [-2.90, 0.63, -0.14], [-1.63, 0.10, -1.26], [-3.48, -1.68, -0.86], [-1.84, -2.23, -0.51], [-2.92, -1.72, 0.82]], "multiplicity": 1, "total_charge": -1, "total_energy_ev": -76474.7987, "fmax_ev_per_a": 3.1}

[2]
{"formula": "CH3NS2", "method": "ωB97M-V/def2-TZVPD", "symbols": ["N", "S", "C", "S", "H", "H", "H"], "coordinates": [[-0.18, -0.36, 0.37], [-0.80, -0.51, -1.22], [-0.12, 0.86, -1.94], [-0.38, 1.14, -3.68], [-0.89, -0.66, 1.04], [0.65, -0.94, 0.49], [0.50, 1.52, -1.36]], "multiplicity": 1, "total_energy_ev": -24244.9264, "fmax_ev_per_a": 4.7}

[3]
{"formula": "C25H15MnN7O7S2", "method": "ωB97M-V/def2-TZVPD", "symbols": ["Mn", "S", "N", "C", "C", "C", "C", "C", "N", "C", "C", "N", "C", "C", "C", "C", "C", "N", "H", "H", "H", "H", "H", "H", "C", "C", "N", "C", "C", "N", "C", "O", "O", "C", "O", "O", "H", "H", "H", "H", "H", "O", "S", "O", "N", "C", "O", "C", "C", "C", "C", "C", "C", "H", "H", "H", "H"], "coordinates": [[0.19, -0.13, 0.32], [4.19, 6.01, 1.83], [4.40, 4.89, 0.69], [3.42, 4.00, 0.84], [3.23, 2.82, 0.03], [4.06, 2.42, -1.03], [3.76, 1.26, -1.71], [2.65, 0.51, -1.33], [1.86, 0.88, -0.33], [2.14, 2.01, 0.35], [1.23, 2.34, 1.43], [0.22, 1.47, 1.63], [-0.64, 1.69, 2.62], [-0.53, 2.80, 3.45], [0.50, 3.69, 3.26], [1.41, 3.47, 2.22], [2.54, 4.32, 1.91], [2.86, 5.43, 2.54], [4.91, 3.03, -1.29], [4.38, 0.92, -2.53], [2.40, -0.42, -1.83], [-1.43, 0.96, 2.73], [-1.25, 2.94, 4.24], [0.61, 4.56, 3.89], [-2.12, 1.47, -2.57], [-1.46, 0.14, -2.54], [-0.64, -0.35, -1.61], [-0.28, -1.62, -2.03], [-0.90, -1.90, -3.21], [-1.63, -0.78, -3.50], [-0.92, -3.05, -4.17], [-0.18, -4.10, -3.86], [-1.57, -2.94, -5.17], [0.64, -2.41, -1.18], [1.02, -3.52, -1.51], [1.01, -1.79, -0.09], [-1.84, 2.05, -1.69], [-3.20, 1.34, -2.56], [-1.83, 2.01, -3.47], [-2.22, -0.71, -4.32], [0.31, -3.98, -3.01], [-5.22, 1.17, 1.01], [-4.55, 0.21, 0.19], [-4.78, 0.20, -1.22], [-2.90, 0.34, 0.44], [-2.45, -0.73, 0.98], [-1.20, -0.90, 1.29], [-3.43, -1.81, 1.29], [-3.23, -3.05, 1.86], [-4.34, -3.88, 2.01], [-5.60, -3.47, 1.59], [-5.80, -2.22, 1.01], [-4.69, -1.41, 0.88], [-2.24, -3.37, 2.17], [-4.22, -4.86, 2.45], [-6.44, -4.14, 1.71], [-6.78, -1.90, 0.68]], "multiplicity": 5, "total_charge": 1, "total_energy_ev": -103921.3117, "fmax_ev_per_a": 0.6, "s2": 6.046}

[4]
{"formula": "C42H82BeBr3ClF2IN3NaO10S", "method": "ωB97M-V/def2-TZVPD", "symbols": ["C", "C", "C", "C", "C", "C", "C", "C", "C", "C", "C", "C", "C", "C", "C", "C", "C", "C", "C", "Cl", "N", "C", "C", "C", "C", "O", "O", "C", "C", "C", "C", "C", "O", "I", "H", "H", "H", "H", "H", "H", "H", "H", "H", "H", "H", "H", "H", "H", "H", "H", "H", "H", "H", "H", "H", "H", "H", "H", "H", "H", "H", "H", "H", "H", "H", "H", "H", "H", "H", "H", "H", "H", "H", "H", "H", "H", "H", "H", "H", "H", "H", "H", "H", "H", "H", "H", "Br", "C", "C", "Br", "H", "H", "H", "H", "F", "F", "C", "O", "N", "C", "C", "H", "H", "H", "H", "H", "H", "H", "Na", "C", "C", "O", "S", "O", "O", "O", "H", "H", "H", "H", "Be", "C", "C", "C", "O", "C", "H", "H", "H", "H", "H", "H", "H", "H", "Br", "C", "C", "O", "N", "C", "H", "H", "H", "H", "H", "H", "H"], "coordinates": [[-4.62, -2.01, -9.63], [-3.37, -1.80, -10.58], [-2.56, -3.13, -10.84], [-1.65, -3.59, -9.63], [-0.98, -2.41, -8.83], [-0.33, -3.08, -7.52], [1.06, -2.41, -7.13], [0.95, -1.64, -5.75], [2.28, -1.72, -4.88], [1.85, -1.43, -3.37], [2.87, -0.52, -2.57], [3.08, -1.20, -1.15], [3.55, -0.13, -0.08], [2.32, 0.57, 0.59], [1.51, -0.38, 1.58], [1.40, 0.18, 3.05], [0.03, 0.95, 3.30], [0.17, 2.39, 2.67], [-1.10, 2.84, 1.82], [-0.77, 4.60, 1.43], [-1.13, 1.98, 0.61], [-2.44, 1.95, -0.13], [-3.00, 0.46, -0.22], [-3.75, -0.02, 1.07], [-4.55, -1.31, 0.64], [-4.01, -2.37, 0.44], [-5.91, -1.13, 0.48], [-3.50, 2.99, 0.36], [-3.62, 3.19, 1.93], [-2.36, 2.66, 2.77], [-2.28, 3.53, 4.07], [-2.13, 2.73, 5.39], [-1.58, 3.27, 6.33], [-2.87, 0.72, 5.74], [-4.45, -2.81, -8.87], [-4.86, -1.03, -9.15], [-5.51, -2.29, -10.25], [-2.73, -0.94, -10.26], [-3.79, -1.50, -11.58], [-2.00, -3.08, -11.81], [-3.33, -3.93, -10.98], [-0.81, -4.19, -10.08], [-2.19, -4.28, -8.93], [-0.16, -1.94, -9.43], [-1.71, -1.65, -8.46], [-0.23, -4.17, -7.74], [-1.08, -2.94, -6.69], [1.89, -3.15, -7.05], [1.30, -1.65, -7.92], [0.77, -0.55, -5.92], [0.13, -2.09, -5.13], [3.02, -0.94, -5.21], [2.76, -2.73, -4.92], [0.85, -0.92, -3.34], [1.81, -2.42, -2.85], [2.43, 0.50, -2.43], [3.84, -0.40, -3.12], [3.79, -2.07, -1.18], [2.05, -1.54, -0.83], [4.13, 0.66, -0.63], [4.24, -0.57, 0.68], [2.68, 1.50, 1.08], [1.59, 0.84, -0.24], [2.08, -1.35, 1.64], [0.50, -0.64, 1.16], [1.59, -0.59, 3.84], [2.21, 0.96, 3.19], [-0.81, 0.34, 2.84], [-0.16, 0.96, 4.40], [1.06, 2.51, 2.00], [0.33, 3.10, 3.53], [-0.41, 2.35, -0.03], [-0.85, 1.01, 0.79], [-2.20, 2.22, -1.19], [-2.15, -0.22, -0.51], [-3.68, 0.47, -1.11], [-4.51, 0.69, 1.46], [-3.01, -0.34, 1.85], [-6.23, -1.68, -0.26], [-3.40, 3.99, -0.15], [-4.50, 2.60, 0.01], [-3.67, 4.30, 2.11], [-4.59, 2.79, 2.32], [-2.58, 1.57, 2.96], [-3.27, 4.18, 4.19], [-1.43, 4.27, 4.06], [-0.36, -1.32, 8.47], [-0.48, 0.55, 8.99], [-0.46, 0.71, 10.49], [-2.18, 0.22, 11.28], [-1.38, 0.96, 8.53], [0.39, 1.03, 8.55], [-0.29, 1.75, 10.77], [0.30, 0.09, 10.98], [-1.88, -3.13, 9.65], [-3.36, -2.60, 10.43], [0.60, 4.15, 14.47], [1.57, 4.85, 14.77], [-0.45, 4.56, 13.73], [-1.56, 3.68, 13.42], [-0.48, 5.92, 13.22], [0.51, 3.11, 14.80], [-1.65, 3.58, 12.33], [-2.48, 4.11, 13.82], [-1.42, 2.69, 13.86], [0.40, 6.09, 12.59], [-0.44, 6.62, 14.07], [-1.39, 6.10, 12.65], [1.81, 6.84, 14.65], [-2.31, -9.36, -8.78], [-3.39, -8.34, -8.49], [-2.70, -7.09, -8.37], [-1.42, -7.11, -9.36], [-1.78, -6.44, -10.57], [-0.27, -6.76, -8.61], [-1.40, -8.70, -9.65], [-1.77, -9.64, -7.87], [-2.71, -10.26, -9.25], [-3.94, -8.56, -7.57], [-4.10, -8.26, -9.32], [-1.94, 2.87, 10.27], [6.98, -5.08, -2.00], [7.87, -3.90, -2.32], [6.91, -2.73, -2.17], [5.95, -3.11, -1.18], [6.08, -4.52, -0.91], [7.52, -5.97, -1.68], [6.38, -5.34, -2.88], [8.67, -3.82, -1.58], [8.33, -3.94, -3.31], [6.37, -2.54, -3.10], [7.41, -1.81, -1.86], [6.54, -4.63, 0.08], [5.10, -4.99, -0.89], [-5.02, 3.86, 4.85], [3.60, 8.26, -0.29], [2.94, 6.99, -0.77], [3.27, 6.45, -1.82], [1.96, 6.46, 0.00], [1.43, 6.94, 1.26], [4.36, 8.56, -1.01], [2.86, 9.06, -0.21], [4.08, 8.09, 0.67], [1.57, 5.61, -0.39], [1.58, 6.17, 2.01], [0.36, 7.13, 1.14], [1.92, 7.86, 1.58]], "multiplicity": 1, "total_charge": 1, "total_energy_ev": -321649.7552, "fmax_ev_per_a": 5.0}

[5]
{"formula": "C35H52OOsP4", "method": "ωB97M-V/def2-TZVPD", "symbols": ["Os", "P", "P", "P", "H", "C", "C", "H", "C", "C", "C", "C", "C", "C", "C", "C", "C", "H", "H", "H", "H", "H", "H", "H", "H", "H", "H", "H", "H", "H", "H", "H", "H", "H", "H", "H", "H", "H", "H", "H", "H", "H", "H", "H", "H", "H", "C", "C", "C", "C", "C", "C", "O", "H", "H", "H", "H", "H", "H", "C", "C", "C", "C", "C", "C", "P", "C", "C", "C", "C", "C", "C", "C", "C", "C", "C", "C", "C", "H", "H", "H", "H", "H", "H", "H", "H", "H", "H", "H", "H", "H", "H", "H"], "coordinates": [[1.01, 0.16, -0.24], [2.66, 1.05, 1.12], [0.00, 1.92, -1.24], [2.46, -0.46, -1.88], [-0.81, -1.95, -0.04], [0.23, -1.86, -0.40], [1.28, -1.80, 0.60], [0.99, -1.86, 1.65], [2.30, 1.42, 2.88], [3.38, 2.65, 0.56], [4.14, -0.03, 1.32], [-1.41, 1.32, -2.21], [-0.78, 3.20, -0.21], [1.01, 2.92, -2.39], [3.38, -2.05, -1.76], [3.79, 0.70, -2.36], [1.58, -0.72, -3.44], [0.43, -2.39, -1.33], [2.23, -2.30, 0.39], [2.08, 0.50, 3.44], [1.42, 2.07, 2.95], [3.15, 1.94, 3.34], [2.58, 3.39, 0.43], [3.91, 2.54, -0.39], [4.09, 3.02, 1.32], [3.81, -1.01, 1.71], [4.84, 0.42, 2.04], [4.66, -0.20, 0.37], [-2.01, 2.16, -2.59], [-2.05, 0.65, -1.63], [-0.99, 0.76, -3.04], [-1.32, 3.92, -0.86], [-0.02, 3.73, 0.36], [-1.50, 2.75, 0.48], [0.42, 3.77, -2.74], [1.33, 2.33, -3.26], [1.90, 3.29, -1.87], [3.97, -2.18, -2.67], [2.68, -2.89, -1.67], [4.05, -2.05, -0.89], [4.29, 0.29, -3.25], [4.53, 0.79, -1.55], [3.38, 1.68, -2.61], [2.24, -1.25, -4.14], [1.28, 0.23, -3.91], [0.69, -1.32, -3.25], [-1.11, -1.10, -5.77], [-2.26, -1.06, -6.60], [-2.62, -2.23, -7.26], [-1.87, -3.41, -7.09], [-0.68, -3.38, -6.37], [-0.25, -2.20, -5.76], [-0.83, -0.07, -4.91], [-1.64, 0.49, -4.77], [-2.85, -0.15, -6.68], [-3.50, -2.25, -7.90], [-2.22, -4.35, -7.53], [-0.06, -4.28, -6.25], [0.70, -2.14, -5.23], [-3.07, 3.44, 4.59], [-1.92, 3.79, 3.87], [-1.22, 2.83, 3.14], [-1.69, 1.50, 3.13], [-2.81, 1.14, 3.91], [-3.51, 2.11, 4.62], [-0.74, 0.16, 2.29], [-0.22, -0.71, 3.85], [0.07, -2.09, 3.89], [0.55, -2.69, 5.05], [0.81, -1.91, 6.18], [0.58, -0.53, 6.15], [0.07, 0.06, 5.00], [-2.22, -0.75, 1.69], [-2.61, -2.01, 2.16], [-3.67, -2.68, 1.55], [-4.37, -2.09, 0.50], [-4.04, -0.80, 0.08], [-2.97, -0.12, 0.68], [-3.62, 4.20, 5.14], [-1.56, 4.82, 3.88], [-0.32, 3.09, 2.58], [-3.12, 0.10, 3.96], [-4.38, 1.81, 5.20], [-0.13, -2.73, 3.02], [0.73, -3.76, 5.08], [1.19, -2.37, 7.10], [0.79, 0.08, 7.03], [-0.12, 1.14, 4.99], [-2.12, -2.46, 3.02], [-3.95, -3.68, 1.92], [-5.19, -2.62, 0.02], [-4.62, -0.32, -0.71], [-2.72, 0.90, 0.38]], "multiplicity": 5, "total_charge": 4, "total_energy_ev": -78768.2854, "fmax_ev_per_a": 2.5, "s2": 6.044}

[6]
{"formula": "C3H4N2O", "method": "ωB97M-V/def2-TZVPD", "symbols": ["N", "C", "C", "C", "O", "N", "H", "H", "H", "H"], "coordinates": [[-1.88, -0.04, -0.24], [-0.51, -0.16, -0.15], [0.45, 0.86, 0.28], [1.59, 0.11, 0.32], [1.44, -1.12, -0.12], [0.07, -1.31, -0.40], [-2.29, 0.62, 0.40], [-2.37, -0.93, -0.26], [0.94, 1.53, -0.44], [2.57, 0.45, 0.61]], "multiplicity": 1, "total_energy_ev": -8200.3461, "fmax_ev_per_a": 2.3}

[7]
{"formula": "C22H14Br2ClIN3ORu", "method": "ωB97M-V/def2-TZVPD", "symbols": ["Ru", "Br", "C", "Br", "H", "H", "C", "C", "N", "C", "C", "C", "C", "C", "C", "C", "C", "C", "N", "C", "H", "H", "H", "H", "H", "H", "H", "H", "Cl", "C", "C", "C", "I", "C", "O", "C", "N", "C", "C", "C", "C", "H", "H", "H", "H"], "coordinates": [[0.21, -1.13, 1.03], [0.05, -3.95, 1.43], [1.11, -3.81, 3.04], [1.85, -2.03, 3.19], [1.93, -4.51, 2.98], [0.46, -3.98, 3.90], [-0.25, -2.42, -3.32], [-0.39, -2.28, -1.94], [0.36, -1.47, -1.21], [1.32, -0.74, -1.84], [1.54, -0.82, -3.22], [0.72, -1.69, -3.96], [2.58, -0.04, -3.82], [3.35, 0.78, -3.07], [3.14, 0.89, -1.66], [3.91, 1.74, -0.84], [3.67, 1.79, 0.51], [2.65, 0.99, 1.04], [1.91, 0.19, 0.30], [2.14, 0.13, -1.04], [-0.90, -3.09, -3.86], [-1.15, -2.85, -1.41], [0.86, -1.77, -5.03], [2.74, -0.12, -4.89], [4.14, 1.37, -3.53], [4.70, 2.34, -1.28], [4.25, 2.42, 1.16], [2.44, 1.00, 2.10], [-5.48, 3.08, 2.23], [-4.28, 1.89, 2.31], [-4.32, 0.97, 3.35], [-3.36, -0.02, 3.47], [-3.43, -1.36, 5.01], [-2.31, -0.12, 2.50], [-1.42, -1.00, 2.55], [-2.29, 0.85, 1.40], [-1.28, 0.71, 0.53], [-1.21, 1.57, -0.48], [-2.13, 2.60, -0.67], [-3.16, 2.74, 0.23], [-3.25, 1.85, 1.30], [-5.11, 1.05, 4.08], [-0.38, 1.43, -1.18], [-2.03, 3.27, -1.51], [-3.89, 3.53, 0.11]], "multiplicity": 6, "total_charge": 2, "total_energy_ev": -192834.7799, "fmax_ev_per_a": 0.5, "s2": 8.784}

[8]
{"formula": "C2H12NSi2", "method": "ωB97M-V/def2-TZVPD", "symbols": ["C", "C", "N", "Si", "Si", "H", "H", "H", "H", "H", "H", "H", "H", "H", "H", "H", "H"], "coordinates": [[0.13, -1.33, -0.62], [-0.97, 0.72, -0.97], [-0.14, 0.01, 0.02], [1.51, 1.12, 0.30], [-0.84, -0.29, 1.75], [-0.86, -1.89, -0.63], [0.54, -1.19, -1.73], [0.95, -1.74, -0.03], [-1.78, -0.04, -1.33], [-1.32, 1.76, -0.61], [-0.37, 1.03, -1.95], [2.82, 0.12, -2.30], [1.16, 2.55, 0.12], [1.95, 0.51, 1.61], [0.46, -0.53, 2.34], [-1.70, -1.64, 1.85], [-1.54, 0.83, 2.17]], "multiplicity": 1, "total_charge": 1, "total_energy_ev": -19501.5695, "fmax_ev_per_a": 3.5}

[9]
{"formula": "C7H10S", "method": "ωB97M-V/def2-TZVPD", "symbols": ["C", "C", "C", "C", "C", "C", "C", "S", "H", "H", "H", "H", "H", "H", "H", "H", "H", "H"], "coordinates": [[-1.54, 0.61, 0.75], [1.26, -0.37, 0.26], [-2.46, -0.83, -1.14], [-1.52, -0.28, -0.36], [-0.64, 1.40, 1.13], [0.24, 2.15, 0.11], [2.14, -1.53, 0.14], [1.49, 1.06, -0.62], [-2.19, -1.59, -1.77], [-3.53, -0.56, -1.17], [-0.52, -0.64, -0.55], [-0.38, 1.62, 2.14], [0.46, -0.70, 1.02], [-0.55, 2.25, -0.75], [0.55, 3.08, 0.44], [2.17, -2.10, -0.87], [1.82, -2.24, 0.88], [3.19, -1.34, 0.37]], "multiplicity": 1, "total_energy_ev": -18249.7937, "fmax_ev_per_a": 5.4}

[10]
{"formula": "C2H4N2", "method": "ωB97M-V/def2-TZVPD", "symbols": ["C", "N", "N", "C", "H", "H", "H", "H"], "coordinates": [[1.56, 0.05, -0.11], [0.60, -0.67, 0.29], [-0.62, -0.65, -0.35], [-1.56, 0.05, 0.11], [2.48, -0.15, 0.42], [1.53, 0.80, -0.92], [-1.51, 0.60, 1.07], [-2.47, -0.04, -0.51]], "multiplicity": 1, "total_energy_ev": -5116.8073, "fmax_ev_per_a": 1.7}